[1]
Entry from OMol25: a 17-piece molecular cluster, C26H87B2N4O24P2S overall in a non-equilibrium geometry (the ωB97M-V functional and the def2-TZVPD basis).

Structure (XYZ):
```
146
Properties=species:S:1:pos:R:3:forces:R:3:mulliken_charge:R:1
C -1.754739 -3.384805 -3.336446 0.3 0.5 -0.3 -1.26
C -1.967789 -1.878614 -3.335495 0.1 -1.0 0.0 0.36
O -0.775321 -1.188938 -2.891277 -0.2 0.4 -0.4 -0.42
B -0.867051 0.170202 -2.865262 0.1 -0.7 0.3 -0.54
O -0.108952 0.945693 -3.659563 0.0 0.6 -0.2 0.91
N -1.835219 0.848908 -1.944126 0.1 0.0 -0.6 0.14
P -3.367043 1.297000 -2.649698 -1.6 1.0 1.0 -0.09
P -2.909361 2.642193 -4.311470 1.6 -0.2 -0.1 0.80
O -1.847888 3.568766 -3.932570 0.4 0.2 0.3 -0.56
O -4.248409 3.387570 -4.689504 -0.6 -0.7 -0.1 -0.49
O -2.474374 1.756871 -5.587549 -0.8 0.2 0.1 -0.46
C -1.666608 1.155629 -0.636808 0.0 -0.2 -1.3 0.58
N -2.601199 1.732088 0.114042 0.0 0.1 0.7 -0.66
C -2.041282 1.847020 1.312967 -0.7 -0.4 -1.0 -0.21
S -2.879319 2.557221 2.674726 -0.1 0.5 0.4 -0.16
N -0.804560 1.361830 1.320906 0.0 0.7 1.2 0.63
B 0.035702 1.344551 2.590982 0.9 -0.4 0.7 0.29
O 0.416990 0.095279 3.042117 -0.1 0.4 -1.0 -0.36
C 0.488100 2.619421 3.344966 -0.3 -0.1 -0.3 0.23
C 1.958996 2.544219 3.814177 -0.2 0.7 0.3 -1.40
N -0.535922 0.925731 0.062645 -0.3 0.4 0.4 0.11
C 0.753974 0.365997 -0.256872 0.4 -1.8 -0.5 -2.09
C 0.761024 -1.181013 -0.177019 0.6 0.1 0.5 0.63
C 2.165787 -1.632757 0.237005 -0.2 -0.3 -0.6 -0.53
C 2.529788 -2.977502 -0.365521 -0.4 -1.2 -0.3 0.38
O 1.720364 -3.746293 -0.843377 0.7 1.0 0.2 -0.55
O 3.834899 -3.306292 -0.353444 -0.4 0.0 0.3 -0.48
H -1.417884 -3.702210 -4.316910 0.1 -0.2 -0.1 0.34
H -0.999252 -3.681750 -2.615780 0.0 0.0 0.2 0.21
H -2.693452 -3.852144 -3.080674 -0.1 -0.3 0.0 0.32
H -2.162612 -1.562702 -4.360237 -0.2 0.2 0.0 0.25
H -2.821675 -1.667272 -2.704499 0.0 0.4 0.2 -0.02
H 0.222738 0.464925 -4.425140 0.3 -0.3 0.1 0.22
H -3.929099 0.155758 -3.253875 0.7 -0.2 -0.2 0.01
H -4.040360 4.275259 -5.007716 -0.1 0.2 0.0 0.36
H -3.275663 1.476162 -6.052255 0.2 -0.2 -0.3 0.32
H -3.371912 1.448900 3.257850 0.1 -0.2 -0.3 0.22
H 1.280408 -0.098003 2.654966 0.2 -0.4 0.5 0.11
H 0.271405 3.532483 2.795851 0.0 0.1 -0.1 0.26
H -0.135964 2.668813 4.241238 -0.2 -0.1 0.1 0.00
H 1.985754 2.897006 4.836728 0.1 -0.1 0.2 0.42
H 2.358382 1.543914 3.851997 0.1 -0.2 -0.1 0.37
H 2.605202 3.223238 3.264583 -0.1 -0.3 -0.4 0.27
H 1.543157 0.721933 0.397468 -0.3 0.7 0.3 0.95
H 1.080613 0.626977 -1.260092 -0.3 0.5 -0.1 0.32
H 0.524302 -1.632116 -1.129917 -0.3 0.0 -0.1 0.22
H 0.060608 -1.538053 0.572951 -0.3 0.1 0.0 0.28
H 2.234092 -1.741017 1.317685 0.2 0.2 0.2 0.41
H 2.908593 -0.921265 -0.116514 0.3 0.1 0.2 0.15
H 4.316598 -2.790013 0.312396 0.3 0.5 -0.1 0.38
C 1.901696 -0.303321 6.464663 0.2 0.1 0.1 -0.54
O 2.718745 0.772382 6.000318 0.0 -0.3 0.1 -0.43
H 0.950619 -0.247648 5.940624 0.0 0.0 0.0 0.15
H 2.371168 -1.267253 6.250923 -0.1 -0.1 0.0 0.27
H 1.723086 -0.217647 7.538201 -0.1 -0.1 0.0 0.31
H 3.557277 0.718736 6.467251 0.0 0.1 0.0 0.27
C 1.729093 5.926642 2.234220 0.1 -0.1 -0.2 -0.71
O 2.485057 4.815080 1.748503 -0.1 0.1 -0.1 -0.36
H 1.386890 5.684660 3.237791 0.0 0.0 0.0 0.24
H 2.347525 6.824660 2.276242 -0.1 0.0 0.1 0.31
H 0.862622 6.112956 1.594545 0.0 0.1 0.1 0.29
H 2.780310 5.038677 0.861791 0.0 0.0 -0.1 0.25
C 6.529515 -0.820166 1.524482 0.0 -0.1 0.2 -0.77
O 5.136183 -1.186800 1.487175 -0.2 -0.2 -0.2 -0.40
H 6.855610 -0.612623 0.510510 -0.1 0.0 0.0 0.23
H 6.660448 0.073687 2.133127 0.1 0.0 -0.1 0.27
H 7.124716 -1.637363 1.932652 0.1 0.0 0.0 0.44
H 4.869400 -1.357035 2.394722 0.0 0.0 0.1 0.21
C 4.374661 -3.371231 -4.113340 -0.4 -0.1 0.2 -0.52
O 2.987401 -3.701970 -4.104669 0.1 0.2 -0.1 -0.50
H 4.666929 -3.172958 -5.141083 0.0 0.0 0.0 0.26
H 4.555332 -2.477109 -3.509388 0.2 0.0 0.0 0.20
H 4.966338 -4.203381 -3.725163 0.1 0.1 0.0 0.26
H 2.733890 -3.880077 -3.193567 -0.1 -0.1 0.0 0.30
C 1.159175 4.232727 -4.730373 -0.5 0.0 -0.2 -0.60
O 1.531974 3.079394 -5.498021 0.4 0.2 0.0 -0.60
H 1.810526 5.051139 -5.029978 0.1 -0.1 0.0 0.32
H 0.123180 4.507256 -4.926481 0.1 0.0 0.0 0.24
H 1.291965 4.037316 -3.670134 -0.1 0.1 0.1 0.31
H 0.958599 2.356674 -5.232336 -0.1 0.1 0.1 0.30
C -4.451541 -5.395794 -0.611998 0.3 0.1 0.3 -0.56
O -3.638153 -4.245215 -0.928095 -0.4 0.0 -0.1 -0.33
H -5.266216 -5.444488 -1.327882 0.0 0.1 0.0 0.24
H -3.856437 -6.305387 -0.682325 -0.1 0.0 -0.1 0.27
H -4.863583 -5.294447 0.393283 -0.1 0.0 -0.1 0.26
H -2.925147 -4.213743 -0.287312 0.1 0.0 0.0 0.16
C -5.869463 -1.379575 -1.194705 0.2 -0.3 -0.1 -0.65
O -4.996856 -1.878248 -2.204219 -0.1 0.1 0.0 -0.46
H -6.164085 -0.368964 -1.469807 0.0 0.0 0.0 0.32
H -6.763293 -2.001273 -1.118187 -0.1 0.1 0.1 0.30
H -5.362600 -1.352255 -0.225178 -0.1 0.0 0.0 0.23
H -4.727018 -2.772346 -1.949100 0.1 0.0 0.1 0.13
C -7.958260 -4.070220 1.204030 -0.1 -0.4 0.1 -0.34
O -7.712528 -5.312830 0.544480 0.1 0.2 -0.1 -0.50
H -7.282769 -3.327282 0.789086 0.0 0.0 0.0 -0.04
H -8.989313 -3.744701 1.044031 0.0 0.1 0.0 0.37
H -7.766080 -4.163317 2.273325 0.0 0.2 0.0 0.26
H -8.305854 -5.967810 0.918436 0.0 0.0 0.0 0.27
C -4.254829 -9.521188 -1.596170 0.2 0.1 -0.1 -0.56
O -3.643862 -8.261108 -1.874125 -0.1 -0.1 0.0 -0.46
H -5.303190 -9.341725 -1.374028 0.0 0.1 0.0 0.21
H -4.181573 -10.184227 -2.460805 -0.1 -0.1 0.0 0.25
H -3.783068 -9.997643 -0.733478 -0.1 -0.1 0.0 0.27
H -2.718768 -8.428071 -2.070906 0.0 0.0 -0.1 0.27
C -7.921855 -1.798387 4.879590 0.3 0.0 -0.1 -0.61
O -7.095129 -2.067248 3.749240 -0.1 0.0 -0.1 -0.42
H -8.957250 -1.827183 4.550370 0.0 0.0 -0.1 0.24
H -7.772930 -2.553249 5.655189 -0.1 0.0 0.1 0.27
H -7.705923 -0.809637 5.290812 -0.1 0.0 0.1 0.27
H -6.182379 -2.043062 4.048520 0.1 0.0 0.2 0.26
C 3.941073 5.943169 -7.033848 -0.1 -0.4 -0.1 -0.17
O 4.287116 4.787807 -7.787715 0.1 0.1 0.0 -0.52
H 4.594460 6.756041 -7.338550 0.0 0.0 0.0 0.29
H 2.902555 6.224306 -7.229639 0.0 0.1 0.1 0.23
H 4.079623 5.751716 -5.964680 0.0 0.2 0.0 -0.11
H 3.702916 4.075320 -7.513369 0.0 0.0 0.0 0.31
C -3.440707 -3.193756 5.475283 0.0 0.2 -0.2 -0.56
O -4.047014 -1.916111 5.261227 -0.2 -0.1 0.0 -0.44
H -3.887107 -3.627769 6.364679 0.0 0.0 0.0 0.25
H -3.622408 -3.855558 4.625177 0.0 -0.1 0.1 0.26
H -2.365002 -3.086703 5.631311 0.0 -0.1 0.0 0.24
H -3.646012 -1.536336 4.476422 0.1 0.0 0.0 0.23
C -2.737611 4.736121 6.112026 0.0 -0.2 -0.2 -0.46
O -2.730698 3.308905 6.102103 0.0 0.1 0.2 -0.47
H -2.846874 5.059404 7.142794 0.0 0.0 0.0 0.26
H -1.799012 5.130869 5.713327 0.0 0.1 0.0 0.19
H -3.575462 5.124388 5.527594 0.0 0.1 0.0 0.25
H -2.633878 3.024667 5.191365 0.1 0.0 0.0 0.13
C 5.169058 2.096744 0.222932 0.1 0.3 0.0 0.31
O 6.515136 2.371985 0.608830 0.0 -0.1 -0.1 -0.48
H 5.002556 1.027473 0.322387 0.0 0.0 0.0 -0.31
H 4.472219 2.633453 0.875308 -0.1 -0.1 0.0 0.24
H 5.002218 2.391453 -0.815676 -0.1 -0.1 0.1 -0.06
H 6.654145 3.318692 0.519217 0.0 0.1 0.1 0.28
C 4.746464 3.862621 -3.138001 -0.2 -0.1 -0.3 -0.61
O 3.442582 3.293132 -3.203133 0.4 0.0 0.2 -0.41
H 5.000248 4.010546 -2.090660 0.0 0.1 0.0 0.11
H 5.485130 3.196994 -3.591212 0.1 0.1 0.0 0.37
H 4.771829 4.829833 -3.647107 0.1 0.0 0.0 0.24
H 3.228840 3.167758 -4.136815 -0.2 -0.1 0.0 0.27
C 10.097222 2.233600 1.323656 -0.2 0.0 -0.2 -0.56
O 9.379077 1.266473 0.567398 0.2 -0.1 0.1 -0.46
H 10.826143 1.708321 1.934907 0.0 0.0 0.0 0.24
H 10.623000 2.930129 0.665140 0.1 0.0 0.1 0.27
H 9.420797 2.792497 1.978029 0.1 0.0 0.1 0.23
H 8.732830 1.738237 0.035378 -0.2 -0.1 0.1 0.29
```
Forces are in eV/Å.

Results
DFT total energy ... -4197.9823 Ha
2S+1 ... 1
Charge ... +1
Energy above the lowest of the compared OMol25 structures with the same formula, charge and spin ... 0.0000 eV
Frontier orbital gap ... 8.555 eV

[2]
Entry from OMol25: C2H3F3N2O as an isolated structure in a non-equilibrium geometry (the ωB97M-V functional and the def2-TZVPD basis).

Structure (XYZ):
```
11
Properties=species:S:1:pos:R:3:forces:R:3:mulliken_charge:R:1
C -1.415105 -0.258927 0.526480 -2.4 1.6 -0.8 -0.75
C -0.125702 0.480131 0.657303 0.6 -1.6 0.5 1.13
N 1.803063 -0.843137 0.153630 -0.6 -1.4 -0.8 -0.09
N -1.827102 -0.115599 -0.721994 0.8 1.4 0.2 -0.16
O 0.409397 -0.642352 0.087640 3.5 -1.6 0.2 -0.14
F 0.319852 0.598694 1.924006 -0.1 0.8 0.0 -0.26
F 0.291068 1.527369 -0.053583 -0.5 1.3 0.1 -0.28
F 2.221585 -0.225785 -1.009311 0.9 0.5 -0.6 -0.18
H -1.420813 0.536184 -1.469658 -0.7 -1.3 1.4 0.25
H -2.567234 -0.718245 -0.965476 -0.9 -0.4 -0.8 0.25
H 2.310988 -0.338334 0.870963 -0.7 0.8 0.5 0.25
```
Forces are in eV/Å.

Results
DFT total energy ... -562.1377 Ha
2S+1 ... 1
Energy above the lowest of the compared OMol25 structures with the same formula, charge and spin ... 6.1700 eV
Frontier orbital gap ... 10.096 eV

[3]
Entry from OMol25: one molecule with the formula C3H6N2OS in a non-equilibrium geometry (the ωB97M-V functional and the def2-TZVPD basis).

Structure (XYZ):
```
13
Properties=species:S:1:pos:R:3:forces:R:3:mulliken_charge:R:1
C -0.594057 -0.613605 -1.510303 -0.5 -0.6 0.7 -0.94
C 0.630538 -0.180939 -0.661777 -2.3 -0.6 -0.6 0.27
C 1.221154 0.428781 1.591139 -0.4 3.0 1.4 0.14
H -0.989666 -1.502453 -0.838192 -0.4 2.1 -1.3 0.24
H -1.269785 0.314141 -1.805340 0.9 -2.3 0.9 0.25
H -0.316816 -1.160537 -2.442896 0.2 1.0 0.7 0.34
H -1.639740 -0.361933 1.342013 1.1 3.6 -2.1 0.30
H -1.347591 1.220752 0.197766 -0.8 -1.5 1.1 0.27
H 0.676516 1.212150 2.334715 1.5 -1.8 -0.7 0.25
N 0.256631 0.137737 0.668497 -0.7 -0.3 -1.6 0.23
N -1.090836 0.573605 0.976172 0.8 -2.5 0.8 -0.62
O 2.385329 0.165097 1.472097 -0.6 -0.1 0.9 -0.47
S 2.078322 -0.232796 -1.323891 1.1 0.1 -0.2 -0.26
```
Forces are in eV/Å.

Results
DFT total energy ... -700.7505 Ha
2S+1 ... 1
Energy above the lowest of the compared OMol25 structures with the same formula, charge and spin ... 3.7755 eV
SMILES ... CC(=S)N(N)C=O
Frontier orbital gap ... 8.249 eV